26
Properties=species:S:1:pos:R:3 method="wB97M-V/def2-TZVPD" fmax_ev_per_a=4.383 relative_energy_kj_mol=174.0 smiles="C=C[Si@@](Cl)(CCC)N(C)C" lumo_ev=0.823 homo_energy_ha=-0.319
C 0.62051 -0.05475 -3.18292
C 1.35575 -0.03713 -2.09720
C -3.71146 0.18675 0.54221
C 2.23721 0.52623 1.88802
C 2.09679 -1.62552 0.95287
C -2.24969 0.72673 0.40346
C -1.32699 -0.16093 -0.38487
N 1.82920 -0.22250 0.74946
Si 0.63462 0.34202 -0.40990
Cl 0.69061 2.46781 -0.14631
H 1.20443 -0.13005 -4.16925
H -0.41514 0.27907 -3.31757
H 2.45693 0.05377 -2.10051
H -4.40674 0.67622 -0.13963
H -3.75944 -0.88620 0.39836
H -4.04141 0.44474 1.55130
H 2.26987 1.63839 1.63602
H 1.53911 0.40750 2.81775
H 3.17619 0.26224 2.27850
H 1.93355 -2.32010 0.00185
H 3.23489 -1.52773 1.05100
H 1.59342 -2.17751 1.71559
H -2.21106 1.59306 -0.13389
H -1.77155 0.91897 1.44408
H -1.63202 -0.26482 -1.48213
H -1.34758 -1.11624 0.13372